# C17H36N6O11P

2 unconnected molecules or ions with the total composition C17H36N6O11P in a non-equilibrium geometry (the ωB97M-V functional and the def2-TZVPD basis, the Open Molecules 2025 dataset).

Properties
Largest force on an atom, eV/A: 3.21
E_tot, eV: -58963.7884
Highest occupied orbital energy, eV: -11.649
Frontier orbital gap, eV: 9.1

The geometry in ORCA input format:
```
! RIJCOSX wB97M-V def2-TZVPD def2/J DEFGRID3
* xyz 1 1
O -0.580 0.084 0.893
O 7.674 1.917 0.283
O -3.884 1.428 -2.552
O 4.804 1.783 -3.662
O -8.419 -1.960 1.835
O -5.562 1.754 0.568
O -3.706 -2.123 -0.400
O -6.333 -1.733 -0.302
O -8.791 -0.613 3.788
O -10.164 -0.270 1.612
O -7.649 0.506 1.722
C -1.614 0.453 1.443
C 6.970 2.707 -0.334
C -3.284 1.456 -1.481
C 5.470 0.887 -3.170
C 2.750 -2.757 0.849
N 1.587 -2.178 0.978
N 5.841 -0.151 -3.924
N 3.901 -2.123 1.013
N -2.823 0.517 0.774
N 6.065 2.321 -1.237
N 2.748 -4.024 0.538
C -1.572 0.862 2.903
C 7.098 4.193 -0.090
C 6.652 -1.307 -3.533
C -7.663 0.703 0.294
C 4.093 -0.719 1.435
C -3.046 0.187 -0.645
C 5.179 -0.004 0.622
C -6.207 0.733 -0.207
C -4.192 -0.841 -0.812
C -5.482 -0.620 0.014
C 4.750 0.248 -0.834
C 5.843 0.931 -1.681
P -8.751 -0.586 2.223
H -6.027 1.795 1.431
H -4.484 -2.688 -0.214
H -6.649 -1.710 -1.223
H -7.997 -1.133 3.957
H -10.643 -1.060 1.891
H -2.899 2.405 -1.120
H 1.516 -1.184 1.140
H 0.730 -2.670 0.804
H 5.549 -0.087 -4.888
H 4.739 -2.666 0.894
H -3.628 0.853 1.302
H 5.550 3.043 -1.724
H 3.610 -4.528 0.440
H 1.872 -4.500 0.417
H -2.259 0.242 3.484
H -1.866 1.910 3.005
H -0.562 0.741 3.304
H 6.133 4.599 0.205
H 7.441 4.680 -1.001
H 7.824 4.361 0.705
H 6.680 -2.028 -4.353
H 7.676 -0.991 -3.317
H 6.230 -1.795 -2.654
H -8.225 -0.071 -0.243
H -8.147 1.660 0.066
H 4.395 -0.710 2.485
H 3.167 -0.149 1.351
H -2.143 -0.277 -1.055
H 5.371 0.952 1.107
H 6.098 -0.592 0.640
H -6.196 0.986 -1.273
H -4.462 -0.898 -1.873
H -5.231 -0.689 1.078
H 3.848 0.864 -0.844
H 4.505 -0.711 -1.293
H 6.779 0.385 -1.559
*
```

# C17H37BO4

3 unconnected molecules or ions with the total composition C17H37BO4 in a non-equilibrium geometry (the ωB97M-V functional and the def2-TZVPD basis, the Open Molecules 2025 dataset).

Properties
SMILES: BCCCCCCOC(=O)C=C.CCOCC.CCOCC
Largest force on an atom, eV/A: 3.04
E_tot, eV: -27091.2749
Highest occupied orbital energy, eV: -9.268
Relative energy (zero: lowest compared OMol25 entry of this formula, charge and spin), kcal/mol: 0.00
Frontier orbital gap, eV: 9.1

The geometry in ORCA input format:
```
! RIJCOSX wB97M-V def2-TZVPD def2/J DEFGRID3
* xyz 0 1
B -3.876 3.592 -1.723
C -2.985 2.501 -2.415
C -1.622 2.501 -1.683
C -0.611 3.440 -2.321
C 0.780 3.509 -1.622
C 0.907 2.699 -0.338
C 2.218 2.970 0.387
O 2.107 2.496 1.735
C 2.549 3.342 2.699
O 3.333 2.953 3.552
C 2.029 4.740 2.700
C 0.769 5.117 2.407
H -3.538 4.736 -1.757
H -4.854 3.284 -1.116
H -2.891 2.683 -3.484
H -3.456 1.541 -2.220
H -1.810 2.754 -0.638
H -1.201 1.498 -1.674
H -0.450 3.121 -3.347
H -1.015 4.449 -2.350
H 1.031 4.552 -1.435
H 1.525 3.141 -2.325
H 0.119 2.926 0.371
H 0.905 1.643 -0.603
H 3.031 2.456 -0.122
H 2.448 4.032 0.331
H 2.762 5.492 2.965
H -0.108 4.625 2.805
H 0.619 5.960 1.742
C 2.544 -2.575 -3.942
C 2.754 -1.461 -2.930
O 1.555 -0.864 -2.474
C 0.635 -1.721 -1.820
C 1.187 -2.388 -0.573
H 1.989 -2.205 -4.806
H 3.506 -2.959 -4.282
H 1.982 -3.409 -3.521
H 3.324 -0.656 -3.396
H 3.351 -1.817 -2.083
H 0.249 -2.470 -2.521
H -0.211 -1.089 -1.546
H 2.033 -3.040 -0.796
H 0.416 -2.995 -0.096
H 1.529 -1.637 0.142
C -1.564 -6.276 3.479
C -0.595 -5.157 3.137
O -0.927 -4.448 1.957
C -2.184 -3.797 1.950
C -2.346 -2.753 3.041
H -1.633 -6.986 2.654
H -1.227 -6.805 4.370
H -2.569 -5.901 3.677
H 0.393 -5.581 2.955
H -0.488 -4.467 3.981
H -2.995 -4.532 1.993
H -2.257 -3.312 0.975
H -2.288 -3.190 4.039
H -3.315 -2.261 2.949
H -1.562 -1.998 2.966
*
```

# C17H37Br14N3O6

10 unconnected molecules or ions with the total composition C17H37Br14N3O6 in a non-equilibrium geometry (the ωB97M-V functional and the def2-TZVPD basis, the Open Molecules 2025 dataset).

Properties
SMILES: C[N+](=O)[O-].C[N+](=O)[O-].C[N+](=O)[O-].BrCCBr.BrCCBr.BrCCBr.BrCCBr.BrCCBr.BrCCBr.BrCCBr
Largest force on an atom, eV/A: 3.04
E_tot, eV: -1015571.1987
Highest occupied orbital energy, eV: -9.858
Frontier orbital gap, eV: 9.6

The geometry in ORCA input format:
```
! RIJCOSX wB97M-V def2-TZVPD def2/J DEFGRID3
* xyz 0 1
C -4.299 3.378 -1.412
N -5.114 3.293 -0.216
O -5.728 2.234 -0.037
O -5.105 4.241 0.523
H -4.073 2.360 -1.770
H -3.348 3.780 -1.165
H -4.709 4.086 -2.113
C -4.746 -2.007 1.012
N -3.308 -1.597 1.139
O -2.886 -0.607 0.638
O -2.674 -2.340 1.919
H -5.366 -1.178 0.696
H -5.067 -2.164 2.010
H -4.965 -2.820 0.366
C 0.033 -3.199 3.485
N 1.192 -2.725 4.206
O 2.278 -2.849 3.700
O 1.007 -2.235 5.316
H 0.114 -3.113 2.398
H -0.760 -2.557 3.776
H -0.167 -4.240 3.809
Br -1.367 -6.408 -4.769
C -1.898 -5.177 -3.340
C -0.933 -5.343 -2.197
Br -1.739 -4.369 -0.654
H -2.938 -5.392 -3.036
H -1.972 -4.163 -3.757
H 0.073 -4.879 -2.309
H -0.840 -6.403 -1.921
Br 1.728 -2.127 0.070
C 0.495 -0.640 -0.309
C -0.201 -0.823 -1.675
Br -1.457 0.714 -1.902
H 1.017 0.341 -0.285
H -0.282 -0.650 0.473
H -0.833 -1.720 -1.649
H 0.496 -0.861 -2.528
Br 0.409 0.469 3.230
C -0.130 0.953 5.094
C 1.119 1.293 5.897
Br 0.599 1.681 7.671
H -0.609 0.120 5.473
H -0.849 1.739 5.001
H 1.732 2.124 5.467
H 1.803 0.438 6.054
Br 6.895 3.269 -3.035
C 5.094 2.609 -3.235
C 4.541 2.104 -1.923
Br 3.290 0.644 -2.184
H 5.201 1.836 -3.975
H 4.546 3.400 -3.743
H 4.031 2.841 -1.270
H 5.368 1.686 -1.405
Br 5.712 0.696 3.364
C 4.647 -0.889 3.035
C 5.449 -2.131 2.738
Br 6.527 -2.058 1.107
H 3.911 -0.689 2.230
H 4.116 -1.104 3.946
H 4.783 -2.903 2.492
H 6.205 -2.193 3.517
Br -2.297 2.681 -5.856
C -1.974 0.698 -5.738
C -0.467 0.498 -5.832
Br -0.003 -1.445 -5.335
H -2.502 0.297 -6.612
H -2.444 0.271 -4.823
H 0.067 1.121 -5.065
H -0.014 0.634 -6.821
Br -1.566 4.135 2.386
C -1.344 5.086 0.670
C -0.284 4.334 -0.144
Br -0.213 4.883 -2.102
H -0.980 6.053 0.956
H -2.336 5.114 0.201
H -0.402 3.274 -0.180
H 0.709 4.592 0.257
*
```

# C17H37ClN2O3

4 unconnected molecules or ions with the total composition C17H37ClN2O3 in a non-equilibrium geometry (the ωB97M-V functional and the def2-TZVPD basis, the Open Molecules 2025 dataset).

Properties
Largest force on an atom, eV/A: 8.37
E_tot, eV: -39866.9442
Highest occupied orbital energy, eV: -2.822
Relative energy (zero: lowest compared OMol25 entry of this formula, charge and spin), kcal/mol: 97.47
Frontier orbital gap, eV: 2.0

The geometry in ORCA input format:
```
! RIJCOSX wB97M-V def2-TZVPD def2/J DEFGRID3
* xyz 0 1
Cl -1.711 -0.974 -1.731
C 4.718 4.516 -2.307
C 4.253 3.315 -1.556
C 2.956 2.631 -2.113
N 2.577 1.326 -1.263
C 2.327 1.586 0.217
C 1.459 0.633 -2.086
C 2.069 -0.372 -2.888
C 3.185 -1.046 -2.082
C 3.673 0.182 -1.373
H 5.142 4.189 -3.257
H 5.570 5.023 -1.855
H 3.978 5.308 -2.425
H 4.069 3.793 -0.593
H 5.133 2.683 -1.436
H 3.193 2.200 -3.085
H 2.130 3.332 -1.994
H 3.294 1.872 0.630
H 1.974 0.637 0.621
H 1.556 2.356 0.182
H 0.767 0.207 -1.360
H 0.912 1.399 -2.637
H 1.348 -1.075 -3.305
H 2.437 0.035 -3.830
H 2.845 -1.842 -1.420
H 3.976 -1.589 -2.600
H 3.973 -0.031 -0.346
H 4.393 0.617 -2.066
C 0.489 0.994 3.376
C -0.772 0.599 2.616
C -1.704 -0.415 3.348
N -2.808 -1.256 2.540
C -3.556 -0.338 1.589
C -3.744 -1.849 3.546
C -4.373 -3.055 2.840
C -3.137 -3.704 2.149
C -2.293 -2.528 1.804
H 1.359 0.337 3.371
H 0.310 0.968 4.451
H 0.956 1.955 3.162
H -0.481 0.256 1.623
H -1.411 1.453 2.394
H -2.191 0.004 4.229
H -1.206 -1.219 3.890
H -2.774 0.140 1.000
H -4.034 0.320 2.314
H -4.320 -0.743 0.925
H -4.442 -1.174 4.040
H -3.135 -2.339 4.306
H -5.238 -2.991 2.180
H -4.803 -3.586 3.690
H -3.430 -4.238 1.245
H -2.634 -4.430 2.787
H -2.108 -2.145 0.801
H -1.338 -2.619 2.321
O -3.899 -1.031 -4.394
C -3.879 -1.998 -5.233
O -3.720 -3.226 -5.061
O -4.489 -1.888 -6.300
H -3.390 -1.163 -3.591
*
```